Entry 1:
C4H8N4 | wB97M-V/def2-TZVPD

Last column: Mulliken charge in e.
Geometry (Å):
C1 -0.9679 -0.7142 1.1830  -0.44
H1 -2.0503 -2.1317 -0.0599  0.24
C2 -0.0478 -0.0652 0.1691  0.49
N1 -1.7707 -1.1630 0.0209  -0.42
N2 -0.6940 -0.6816 -2.1742  -0.46
C3 -0.7981 -0.6161 -0.8247  0.09
N3 1.5210 1.2168 -0.9723  -0.63
H2 -1.5345 -0.0508 1.8385  0.24
H3 -1.5444 -0.8015 -2.7015  0.25
H4 2.2978 1.8700 -0.8951  0.18
C4 1.0517 0.8472 0.1593  -0.04
H5 -0.5366 -1.5342 1.7614  0.25
H6 -0.0376 0.0018 -2.5280  0.28
N4 1.4869 1.3020 1.3913  -0.46
H7 1.2368 0.7692 2.2068  0.22
H8 2.3876 1.7516 1.4252  0.21

Computed properties:
HOMO level = -7.50 eV
orbital gap = 8.507 eV
energy above the lowest of the compared OMol25 structures with the same formula, charge and spin = 23.9 kcal per mole
charge = 0



Entry 2:
C4H8N4 | wB97M-V/def2-TZVPD

Last column: Mulliken charge in e.
Geometry (Å):
C1 -0.3884 -0.2017 -0.1640  0.44
N1 0.7239 0.0892 0.5657  0.35
C2 -0.1724 -0.8587 -1.4581  -0.32
H1 0.4658 -1.7458 -1.4196  0.22
H2 -2.4073 0.3473 -0.4040  0.35
H3 1.0423 -0.3777 2.4664  0.25
C3 -1.7382 0.0521 0.4055  -1.19
H4 0.0935 1.2001 -2.0343  0.19
H5 1.1724 1.2248 2.1174  0.26
C4 1.9209 0.2659 -0.0914  0.44
N2 3.0685 0.4748 -0.0506  -0.55
H6 -1.7313 0.8080 1.1863  0.38
N3 0.6279 0.3855 1.9382  -0.74
H7 -2.1368 -0.8786 0.8231  0.28
H8 -1.1090 -1.0921 -1.9749  0.31
N4 0.5681 0.3068 -1.9058  -0.69

Computed properties:
HOMO level (alpha / beta) = -7.78 / -7.78 eV
orbital gap (alpha / beta) = 7.975 / 7.979 eV
energy above the lowest of the compared OMol25 structures with the same formula, charge and spin = 117.7 kcal per mole
charge = 0



Entry 3:
C4H8N4OS | wB97M-V/def2-TZVPD

Last column: Mulliken charge in e.
Geometry (Å):
N1 0.1638 -2.2445 0.2727  -0.61
H1 3.9493 0.5009 1.4574  0.29
H2 -2.0466 0.5741 1.5003  0.32
N2 1.5351 -1.5298 0.3871  -0.14
C1 -2.0020 0.1655 -1.0320  -0.55
C2 4.0496 0.8059 0.4206  -0.88
C3 -3.1384 0.0543 -0.0093  -0.43
C4 1.7615 -0.4159 0.0544  0.60
N3 -0.6932 -1.5427 -0.1588  0.30
H3 -4.0586 0.4422 -0.4523  0.34
H4 -2.2817 -0.3554 -1.9550  0.30
O1 -2.9048 0.8260 1.1388  -0.52
H5 4.5774 1.7504 0.3506  0.34
H6 4.5606 0.0389 -0.1530  0.30
H7 -1.8145 1.2179 -1.2615  0.26
H8 -3.2848 -1.0046 0.2516  0.30
S1 2.3728 1.0758 -0.2882  -0.03
N4 -0.7453 -0.3591 -0.5233  -0.20

Computed properties:
HOMO level = -8.72 eV
orbital gap = 8.505 eV
energy above the lowest of the compared OMol25 structures with the same formula, charge and spin = 66.8 kcal per mole
charge = 0



Entry 4:
C4H8NO | wB97M-V/def2-TZVPD

Last column: Mulliken charge in e.
Geometry (Å):
N1 -0.2050 -1.0987 1.7815  -0.03
C1 1.5141 0.4307 -0.0348  -0.63
H1 -0.4500 -0.0374 -0.8015  0.25
H2 1.5955 1.6474 -0.1085  -0.01
H3 2.4984 -1.3845 -0.7327  0.14
C2 -1.1114 -0.1280 1.3133  -0.40
H4 -0.7594 0.8393 1.5670  0.31
H5 -1.9829 0.5437 -0.4340  0.42
C3 -1.4069 -0.2412 -0.2017  -1.01
H6 -2.0786 -0.1412 1.9459  0.33
H7 3.3923 0.2629 -0.8958  0.27
O1 -0.3190 -2.2506 1.3641  -0.39
C4 2.4840 -0.2607 -0.5982  -0.51
H8 -1.8797 -1.2679 -0.4330  0.25

Computed properties:
HOMO level (alpha / beta) = -1.66 / -1.67 eV
orbital gap (alpha / beta) = 5.905 / 5.913 eV
energy above the lowest of the compared OMol25 structures with the same formula, charge and spin = 87.7 kcal per mole
charge = -1



Entry 5:
C4H8NO | wB97M-V/def2-TZVPD

Last column: Mulliken charge in e.
Geometry (Å):
H1 1.4877 -0.3133 2.8036  0.34
C1 -0.1386 0.0494 -0.0048  -0.15
O1 -0.1078 -0.0579 -1.3563  -0.38
H2 -0.9727 0.5985 0.3039  0.53
H3 0.8257 -2.0256 0.8011  0.33
N1 0.8262 -0.1204 1.9965  -0.17
C2 1.2571 0.3397 0.6857  -0.24
H4 -2.0139 -0.1177 -1.3348  0.33
C3 -1.2753 0.2514 -2.0362  -0.66
H5 0.0093 0.4404 2.3771  0.32
H6 -1.3957 1.2699 -2.1841  0.32
H7 2.1848 0.6826 0.2277  0.33
H8 -1.2366 -0.0626 -3.1121  0.25
C4 0.5496 -0.9344 0.8327  -0.15

Computed properties:
SMILES = CO[C@H]1[C@@H]2[NH2+][C@@H]21
HOMO level = -14.26 eV
orbital gap = 10.631 eV
energy above the lowest of the compared OMol25 structures with the same formula, charge and spin = 88.6 kcal per mole
charge = +1



Entry 6:
C4H8NO | wB97M-V/def2-TZVPD

Last column: Mulliken charge in e.
Geometry (Å):
C1 2.1284 -0.0351 -0.1161  0.52
H1 1.1908 1.3848 0.9006  0.31
N1 -2.9529 0.2727 -0.2997  -0.32
C2 1.1034 0.8511 -0.1397  -0.46
H2 2.7271 -2.0375 0.0389  0.28
H3 -2.6482 -1.7892 -0.1794  0.33
H4 -2.7689 1.1577 0.0395  0.24
H5 4.0180 -0.8927 -0.3464  0.34
H6 1.2178 1.5928 -0.9995  0.36
O1 -1.0100 -0.7806 0.2424  -0.59
C3 -2.1995 -0.7636 -0.0692  0.14
H7 0.1470 0.2155 -0.0001  0.28
H8 -3.9203 0.0237 -0.1882  0.28
C4 2.9897 -0.9596 -0.1978  -0.70

Computed properties:
HOMO level = -14.56 eV
orbital gap = 8.968 eV
energy above the lowest of the compared OMol25 structures with the same formula, charge and spin = 64.2 kcal per mole
charge = +1